[1]
ORCA calculation (the ωB97M-V functional and the def2-TZVPD basis) on one molecule with the formula C2H6Si2 at a distorted geometry.

## Properties
HOMO energy = -9.2 eV
energy relative to the best compared isomer or geometry (same formula, charge and spin) = 15.1 kcal per mole
LUMO = 0.0234 hartree
orbital gap = 9.8 eV
DFT total energy = -658.65108 Eh
structure (SMILES) = [SiH2]1[C@H]2[SiH2][C@@H]12
charge = 0

Last column: Löwdin charge in e.
Positions of all 10 atoms, in Å:
C (-0.010, 0.977, 0.274)  -0.404
C (-0.004, -0.887, 0.247)  -0.442
Si (-1.505, 0.027, -0.272)  0.528
Si (1.514, -0.002, -0.269)  0.567
H (-0.172, 1.752, 1.081)  0.025
H (0.092, -1.567, 1.152)  0.039
H (-2.748, -0.145, 0.507)  -0.058
H (-1.912, -0.257, -1.628)  -0.075
H (2.030, 0.253, -1.518)  -0.096
H (2.715, -0.152, 0.425)  -0.082

Atomic forces in eV per Å
C -0.2 -0.1 0.4
C 0.5 -0.3 1.8
Si 1.0 -0.7 -0.3
Si -3.2 0.8 0.6
H 0.6 -1.4 -0.4
H -0.3 1.0 -1.0
H 0.2 0.3 0.4
H -0.1 0.3 -0.8
H 0.3 0.2 -2.5
H 1.2 -0.2 1.7

=====

[2]
ORCA calculation (the ωB97M-V functional and the def2-TZVPD basis) on C3H6N2O2S as an isolated structure at a distorted geometry.

## Properties
HOMO energy = -8.5 eV
energy relative to the best compared isomer or geometry (same formula, charge and spin) = 213.2 kcal per mole
LUMO = 0.0121 hartree
orbital gap = 8.9 eV
DFT total energy = -775.80043 Eh
charge = 0

Last column: Löwdin charge in e.
Positions of all 14 atoms, in Å:
C (1.307, -1.611, 0.170)  -0.095
C (0.776, -0.088, -0.185)  -0.503
C (-2.949, 0.463, 0.135)  -0.491
H (2.351, -1.634, 1.238)  0.181
H (0.192, -2.035, 0.823)  0.097
H (1.617, -2.163, -0.882)  0.096
H (2.655, 0.779, 0.060)  0.131
H (-0.051, 1.912, -0.938)  0.326
H (-3.983, 0.201, 0.725)  0.132
N (1.692, 0.898, -0.238)  -0.071
N (-0.467, 0.284, -0.547)  -0.364
O (1.112, 2.240, -0.054)  -0.202
O (-2.526, 1.619, 0.068)  -0.087
S (-1.726, -0.864, -0.374)  0.849

Atomic forces in eV per Å
C -1.2 0.6 2.2
C 0.2 -1.1 -0.4
C 0.8 2.3 1.4
H -3.3 0.2 -3.8
H 3.8 0.7 -2.4
H -0.9 1.1 3.2
H -0.5 0.2 0.1
H 2.7 -0.4 3.1
H 2.3 0.2 -1.8
N -1.6 1.4 0.9
N 2.3 -1.1 0.6
O -1.6 -2.7 -3.3
O -2.1 -2.9 0.2
S -0.9 1.5 0.1

=====

[3]
ORCA calculation (the ωB97M-V functional and the def2-TZVPD basis) on a 2-piece molecular cluster, C7H16Cl overall at a distorted geometry.

## Properties
HOMO energy (spin up / spin down) = -7.6 / -11.1 eV
energy relative to the best compared isomer or geometry (same formula, charge and spin) = 14.1 kcal per mole
LUMO (spin up / spin down) = 0.0392 / 0.0165 hartree
orbital gap (spin up / spin down) = 8.7 / 11.6 eV
DFT total energy = -736.42695 Eh
spin multiplicity = 2
charge = 0

Last column: Löwdin spin population.
Positions of all 24 atoms, in Å:
Cl (2.090, 3.219, -0.891)  0.017
H (2.805, 2.268, -1.237)  0.009
C (3.798, 0.218, -1.992)  0.629
C (5.090, 0.904, -2.078)  0.108
C (5.332, 1.761, -3.337)  0.003
C (3.330, -0.424, -0.745)  0.097
C (1.815, -0.539, -0.488)  0.005
C (1.563, -1.498, 0.679)  0.001
C (0.088, -1.804, 0.865)  0.000
H (2.950, 0.581, -2.708)  0.029
H (5.349, 1.475, -1.152)  0.023
H (5.721, 0.007, -2.087)  0.031
H (6.409, 1.831, -3.515)  0.000
H (4.861, 1.328, -4.226)  0.000
H (4.944, 2.770, -3.177)  0.000
H (3.757, -1.417, -0.913)  0.033
H (3.853, -0.013, 0.146)  0.013
H (1.432, 0.466, -0.247)  0.000
H (1.282, -0.871, -1.389)  0.000
H (2.123, -2.425, 0.507)  0.001
H (1.967, -1.058, 1.592)  0.000
H (-0.056, -2.529, 1.674)  0.000
H (-0.495, -0.904, 1.120)  0.000
H (-0.345, -2.249, -0.037)  0.000

Atomic forces in eV per Å
Cl -0.9 1.4 0.5
H 1.0 -1.3 -0.5
C -3.5 2.6 -1.2
C 0.6 -0.4 -0.2
C 0.1 -0.3 0.5
C 0.4 -0.4 -0.1
C 0.6 0.2 0.1
C -0.1 0.2 -0.3
C -0.3 -0.1 0.3
H 1.6 -0.8 1.0
H -0.2 -0.4 -0.5
H 1.0 0.3 0.1
H -0.2 0.1 -0.1
H 0.1 0.0 0.2
H 0.0 -0.1 -0.2
H -0.1 -0.7 0.7
H -0.3 -0.2 -0.4
H 0.0 -0.3 0.0
H 0.2 0.0 0.1
H -0.1 0.1 0.0
H 0.1 0.0 0.1
H 0.0 0.1 -0.1
H 0.2 -0.2 -0.1
H 0.1 0.1 0.1

=====

[4]
ORCA calculation (the ωB97M-V functional and the def2-TZVPD basis) on C38H97N7O16PSn as an isolated structure at a distorted geometry.

## Properties
HOMO energy = -5.1 eV
LUMO = 0.0500 hartree
orbital gap = 6.5 eV
DFT total energy = -3648.68460 Eh
charge = -1

Last column: Löwdin charge in e.
Positions of all 160 atoms, in Å:
Sn (-19.646, 12.102, 11.936)  1.618
P (-16.937, 12.993, 10.647)  0.068
O (-15.741, 13.661, 10.014)  -0.342
O (-17.295, 13.535, 12.098)  -0.489
O (-16.989, 11.431, 10.664)  -0.454
O (-18.280, 13.582, 10.000)  -0.473
C (-15.552, 10.941, 5.175)  -0.131
O (-15.202, 10.367, 6.410)  -0.178
C (-15.151, 11.347, 7.440)  -0.208
C (-14.399, 10.819, 8.632)  -0.207
N (-15.125, 9.810, 9.414)  -0.035
C (-14.351, 9.503, 10.624)  -0.208
C (-12.963, 8.920, 10.334)  -0.225
O (-12.566, 8.319, 11.564)  -0.221
C (-11.354, 7.569, 11.392)  -0.100
H (-14.913, 11.772, 4.853)  0.083
H (-16.586, 11.294, 5.273)  0.077
H (-15.495, 10.192, 4.385)  0.079
H (-16.164, 11.641, 7.739)  0.113
H (-14.632, 12.251, 7.100)  0.113
H (-14.254, 11.697, 9.283)  0.095
H (-13.362, 10.525, 8.452)  0.115
H (-15.867, 10.371, 9.856)  0.035
H (-14.941, 8.880, 11.301)  0.104
H (-14.164, 10.381, 11.264)  0.102
H (-12.195, 9.670, 10.116)  0.104
H (-13.026, 8.222, 9.490)  0.126
H (-10.547, 8.188, 10.996)  0.081
H (-11.597, 6.763, 10.694)  0.081
H (-11.173, 7.180, 12.392)  0.083
C (-14.994, 16.736, 5.455)  -0.139
O (-15.447, 15.696, 6.275)  -0.215
C (-16.675, 15.154, 5.752)  -0.181
C (-17.284, 14.313, 6.876)  -0.202
N (-18.264, 15.066, 7.672)  -0.039
C (-19.531, 15.227, 6.969)  -0.206
C (-20.418, 16.160, 7.829)  -0.228
O (-21.738, 16.227, 7.330)  -0.183
C (-22.511, 17.119, 8.064)  -0.155
H (-15.566, 17.654, 5.617)  0.089
H (-14.964, 16.460, 4.392)  0.082
H (-13.937, 16.953, 5.630)  0.079
H (-16.378, 14.517, 4.914)  0.116
H (-17.328, 15.995, 5.511)  0.108
H (-16.579, 13.920, 7.610)  0.093
H (-17.723, 13.433, 6.374)  0.102
H (-18.438, 14.388, 8.433)  0.038
H (-20.107, 14.293, 6.884)  0.103
H (-19.386, 15.663, 5.981)  0.108
H (-19.986, 17.169, 7.822)  0.123
H (-20.367, 15.865, 8.884)  0.114
H (-22.386, 17.023, 9.153)  0.083
H (-23.573, 17.066, 7.831)  0.082
H (-22.225, 18.177, 7.960)  0.083
C (-23.637, 12.988, 12.354)  -0.113
O (-22.552, 12.486, 13.118)  -0.273
C (-22.422, 13.242, 14.334)  -0.221
C (-21.658, 12.409, 15.343)  -0.222
N (-20.219, 12.342, 15.106)  -0.080
C (-19.562, 13.577, 15.579)  -0.194
C (-18.041, 13.483, 15.501)  -0.211
O (-17.582, 13.061, 16.764)  -0.194
C (-16.256, 12.550, 16.741)  -0.087
H (-24.609, 12.587, 12.655)  0.091
H (-23.437, 12.702, 11.322)  0.071
H (-23.726, 14.078, 12.385)  0.092
H (-23.429, 13.341, 14.758)  0.119
H (-22.067, 14.265, 14.194)  0.123
H (-22.010, 11.376, 15.287)  0.119
H (-21.876, 12.728, 16.371)  0.117
H (-19.811, 11.582, 15.644)  0.065
H (-19.879, 13.887, 16.585)  0.119
H (-19.940, 14.412, 14.980)  0.110
H (-17.598, 14.450, 15.251)  0.126
H (-17.858, 12.807, 14.656)  0.100
H (-15.989, 12.313, 17.769)  0.090
H (-15.512, 13.230, 16.319)  0.068
H (-16.224, 11.667, 16.093)  0.066
C (-18.888, 6.937, 12.287)  -0.113
O (-19.406, 7.783, 11.275)  -0.174
C (-18.410, 8.057, 10.300)  -0.225
C (-18.936, 8.891, 9.136)  -0.189
N (-19.068, 10.302, 9.440)  -0.071
C (-19.630, 11.078, 8.334)  -0.207
C (-21.153, 11.061, 8.456)  -0.200
O (-21.600, 11.906, 9.510)  -0.263
C (-21.451, 13.295, 9.289)  -0.148
H (-17.984, 7.319, 12.762)  0.069
H (-18.746, 5.948, 11.835)  0.086
H (-19.649, 6.758, 13.048)  0.082
H (-18.004, 7.108, 9.920)  0.120
H (-17.455, 8.448, 10.677)  0.106
H (-19.829, 8.375, 8.776)  0.118
H (-18.177, 8.805, 8.346)  0.124
H (-18.153, 10.698, 9.687)  0.029
H (-19.311, 10.786, 7.326)  0.122
H (-19.296, 12.115, 8.421)  0.088
H (-21.475, 10.027, 8.586)  0.115
H (-21.628, 11.383, 7.521)  0.120
H (-20.444, 13.707, 9.386)  0.039
H (-22.057, 13.792, 10.053)  0.077
H (-21.926, 13.609, 8.354)  0.095
C (-16.966, 9.970, 13.413)  -0.110
O (-18.154, 9.772, 14.149)  -0.222
C (-17.929, 9.179, 15.414)  -0.212
C (-19.263, 8.854, 16.051)  -0.189
N (-19.937, 9.884, 16.850)  -0.068
C (-19.172, 10.344, 18.009)  -0.171
C (-18.720, 9.250, 18.994)  -0.201
O (-19.821, 8.946, 19.848)  -0.194
C (-19.568, 7.921, 20.769)  -0.136
H (-16.113, 10.454, 13.898)  0.065
H (-17.188, 10.637, 12.579)  0.031
H (-16.642, 9.004, 13.010)  0.076
H (-17.178, 9.665, 16.043)  0.112
H (-17.469, 8.199, 15.213)  0.123
H (-19.244, 7.950, 16.674)  0.104
H (-19.954, 8.529, 15.269)  0.122
H (-20.862, 9.550, 17.079)  0.114
H (-19.839, 11.088, 18.444)  0.129
H (-18.246, 10.850, 17.738)  0.090
H (-17.899, 9.674, 19.583)  0.123
H (-18.407, 8.290, 18.576)  0.109
H (-18.929, 8.197, 21.611)  0.086
H (-19.176, 7.006, 20.304)  0.083
H (-20.535, 7.555, 21.119)  0.084
C (-14.196, 15.013, 14.685)  -0.076
C (-13.981, 14.325, 13.332)  -0.420
C (-14.041, 12.787, 13.376)  -0.176
O (-13.084, 12.316, 14.335)  -0.180
C (-13.111, 10.922, 14.396)  -0.138
N (-14.956, 14.904, 12.399)  0.047
H (-15.214, 14.886, 15.066)  0.047
H (-14.043, 16.089, 14.606)  0.070
H (-13.537, 14.651, 15.481)  0.065
H (-13.002, 14.663, 12.977)  0.125
H (-13.754, 12.412, 12.389)  0.100
H (-15.063, 12.479, 13.622)  0.109
H (-12.778, 10.355, 13.521)  0.076
H (-14.066, 10.493, 14.734)  0.067
H (-12.491, 10.683, 15.268)  0.085
H (-14.690, 14.610, 11.459)  0.022
H (-15.762, 14.235, 12.432)  0.003
C (-11.450, 15.065, 7.923)  -0.065
C (-12.493, 14.170, 8.592)  -0.445
C (-12.092, 13.607, 9.928)  -0.210
O (-10.965, 12.762, 9.789)  -0.185
C (-10.589, 12.129, 10.985)  -0.112
N (-13.702, 14.989, 8.756)  0.064
H (-11.796, 15.560, 7.016)  0.060
H (-10.535, 14.535, 7.645)  0.066
H (-11.162, 15.838, 8.640)  0.075
H (-12.732, 13.325, 7.928)  0.121
H (-12.968, 13.078, 10.318)  0.098
H (-11.802, 14.449, 10.570)  0.133
H (-10.026, 12.826, 11.614)  0.090
H (-9.905, 11.302, 10.776)  0.078
H (-11.467, 11.651, 11.433)  0.075
H (-14.077, 15.143, 7.824)  0.039
H (-14.431, 14.405, 9.189)  0.007

Atomic forces in eV per Å
Sn 3.0 1.1 -1.8
P -2.4 2.1 0.4
O -0.4 -1.4 0.2
O -0.4 -2.2 1.0
O -0.1 0.9 0.3
O -1.0 -2.2 -0.3
C -0.6 -0.2 0.2
O 0.6 0.2 -0.4
C 0.4 -0.5 0.1
C 0.1 0.7 1.1
N 0.4 0.1 0.7
C 0.6 0.5 -0.3
C -0.7 0.0 0.9
O 0.8 -0.5 -0.5
C -1.6 0.3 0.3
H 0.1 0.1 0.3
H 0.0 0.2 -0.4
H -0.1 -0.2 0.2
H -0.1 0.0 0.0
H 0.0 0.0 -0.2
H -0.2 0.2 -0.1
H -0.2 -0.4 -0.7
H -0.4 -0.3 -0.6
H 0.2 -0.6 -0.4
H -0.1 0.4 -0.3
H -0.3 0.2 -0.3
H 0.1 -0.3 0.1
H 0.1 0.0 0.1
H 0.4 -0.2 0.0
H 0.6 -0.1 -0.2
C 0.8 0.1 -0.3
O -0.1 0.3 -0.6
C 1.3 -0.3 1.8
C -0.7 0.3 -0.5
N -0.2 -1.0 -0.8
C -0.7 0.5 1.1
C 1.1 0.5 -0.5
O -0.3 -0.4 0.0
C -0.1 1.1 1.0
H -0.1 0.0 -0.2
H -0.6 0.0 -0.1
H -0.1 0.0 0.7
H -0.4 0.2 -0.4
H -0.2 -0.2 -0.4
H 0.5 0.3 -0.3
H -0.3 -0.1 0.1
H 0.2 0.9 0.5
H 0.2 -0.2 -0.4
H -0.1 0.0 -0.1
H 0.1 0.0 -0.1
H -0.3 -0.3 0.0
H -0.1 -0.7 0.0
H 0.1 -0.4 -0.2
H 0.2 0.0 -0.7
C 0.1 -0.1 -0.8
O 0.1 1.1 0.4
C -0.9 -1.1 0.6
C 0.8 -0.7 0.1
N 0.4 1.2 0.0
C -0.3 0.6 -0.5
C -1.0 0.6 -0.3
O 0.5 -0.5 0.1
C -0.2 0.0 -0.4
H 0.1 -0.2 0.3
H -0.2 -0.1 0.0
H 0.3 0.1 0.1
H -0.1 0.1 0.0
H 0.4 -0.1 -0.3
H -0.3 0.1 -0.2
H -0.1 0.3 0.0
H -0.4 -0.4 -0.1
H 0.1 -0.4 0.3
H 0.3 -0.1 -0.3
H 0.0 0.0 -0.1
H 0.6 -0.2 0.2
H 0.0 -0.1 0.0
H -0.2 0.3 0.2
H 0.1 -0.2 0.2
C -0.8 -0.5 -0.5
O 0.5 0.6 0.4
C 0.7 -0.5 -0.5
C 1.0 -0.6 0.3
N -0.7 0.5 -0.1
C -0.5 0.3 0.3
C 0.5 0.4 -1.0
O 0.1 -0.6 0.6
C -0.8 0.7 0.0
H 0.1 0.0 -0.1
H 0.6 -0.1 0.1
H -0.1 0.5 0.0
H -0.6 -0.3 -0.4
H -0.5 0.8 0.6
H -0.4 0.5 0.0
H 0.0 -0.3 -0.1
H 0.1 -0.1 0.2
H 0.0 -0.5 0.0
H 0.1 -0.1 0.3
H -0.3 0.2 0.7
H 0.1 0.2 -0.1
H 0.2 -0.5 -0.2
H 0.1 -0.1 0.2
H 0.3 -0.1 -0.3
C 0.1 0.0 -1.0
O 0.1 1.0 1.0
C -0.1 -1.4 -0.6
C -1.1 -0.5 0.7
N 1.1 0.3 -0.9
C -0.2 -1.0 -0.1
C -0.9 0.6 0.9
O 0.0 0.1 0.1
C -0.6 -0.9 -0.2
H -0.3 -0.1 0.7
H 0.0 -0.2 -0.1
H 0.2 0.0 0.0
H -0.3 0.6 0.0
H 0.1 -0.1 0.0
H 0.9 -0.1 -0.1
H 0.1 0.4 -0.3
H 0.0 0.1 0.4
H 0.4 -0.1 0.7
H -0.3 0.2 -0.6
H 0.1 -0.2 0.1
H 0.3 0.3 -0.5
H 0.0 0.2 -0.1
H 0.5 0.2 -0.3
H -0.1 0.5 0.4
C 0.0 -0.3 0.6
C 0.0 0.9 0.1
C 0.8 1.3 0.2
O -0.8 -0.2 -0.7
C 0.4 -0.7 1.8
N -0.2 -1.7 0.0
H -0.1 -0.1 -0.3
H 0.0 0.0 -0.3
H 0.1 -0.1 -0.1
H 0.2 -0.4 0.1
H -0.3 -0.1 -0.1
H 0.0 -0.2 0.1
H 0.1 0.4 -0.2
H -0.4 0.4 -0.5
H 0.5 -0.2 -0.4
H 0.4 0.7 -0.2
H 0.0 1.3 0.6
C 0.8 -0.3 0.4
C -0.6 0.5 -1.2
C 0.4 0.6 0.0
O 0.1 -0.6 -0.5
C 0.1 -0.3 -0.4
N 0.1 -0.6 0.1
H -0.4 -0.1 0.1
H 0.0 -0.2 0.1
H -0.1 0.1 -0.1
H 0.4 -0.2 0.0
H 0.1 -0.1 0.3
H -0.4 0.0 0.3
H -0.5 0.0 0.5
H 0.1 0.1 -0.4
H 0.0 0.4 0.6
H 0.0 0.3 0.1
H 0.2 0.5 0.1

=====

Number 4 is which compound?
C38H97N7O16PSn